Record 1
The following is a quantum chemistry calculation of 3 unconnected molecules or ions with the total composition C13H30BFN2O2 at a distorted geometry, from OMol25.

Computed properties:
HOMO in eV: -9.28
Structure (SMILES): CCCCBC[C@H](C)F.CN(C)C=O.CN(C)C=O

Each line ends with the natural charge from an NBO analysis.
Atoms and positions in Å:
C: 6.29 2.57 -0.12  -0.614
C: 5.36 1.38 0.18  -0.394
C: 4.50 1.61 1.42  -0.375
C: 3.32 2.55 1.13  -0.799
B: 1.94 1.83 0.93  0.738
C: 0.99 2.30 -0.24  -0.850
C: -0.48 2.34 0.14  0.231
C: -1.42 2.13 -1.01  -0.639
F: -0.77 3.61 0.69  -0.390
H: 5.93 3.17 -0.94  0.206
H: 7.27 2.19 -0.38  0.210
H: 6.41 3.20 0.76  0.199
H: 5.93 0.47 0.31  0.200
H: 4.71 1.26 -0.68  0.197
H: 5.14 2.09 2.15  0.193
H: 4.18 0.64 1.80  0.200
H: 3.20 3.28 1.93  0.254
H: 3.52 3.08 0.20  0.217
H: 1.58 0.92 1.64  -0.109
H: 1.28 3.29 -0.58  0.238
H: 1.08 1.59 -1.06  0.285
H: -0.72 1.63 0.94  0.154
H: -1.08 2.65 -1.90  0.215
H: -1.57 1.08 -1.22  0.209
H: -2.39 2.55 -0.74  0.218
C: -0.61 -2.64 0.64  -0.413
N: 0.16 -2.31 -0.56  -0.423
C: 0.44 -3.35 -1.53  -0.416
C: 0.60 -1.06 -0.79  0.521
O: 1.23 -0.72 -1.78  -0.643
H: -0.07 -3.40 1.21  0.197
H: -1.59 -3.02 0.37  0.228
H: -0.73 -1.75 1.26  0.206
H: 1.52 -3.46 -1.65  0.214
H: 0.02 -3.08 -2.50  0.212
H: 0.02 -4.29 -1.19  0.208
H: 0.32 -0.35 0.00  0.107
C: -5.70 -0.91 -0.74  -0.399
N: -5.32 -2.05 0.08  -0.422
C: -6.30 -2.64 0.97  -0.417
C: -4.08 -2.57 0.04  0.527
O: -3.71 -3.52 0.71  -0.634
H: -6.02 -0.08 -0.11  0.199
H: -6.52 -1.18 -1.40  0.198
H: -4.85 -0.59 -1.34  0.213
H: -5.94 -2.60 2.00  0.216
H: -6.45 -3.69 0.71  0.216
H: -7.24 -2.11 0.88  0.205
H: -3.41 -2.04 -0.67  0.105

Record 2
The following is a quantum chemistry calculation of 4 unconnected molecules or ions with the total composition C31H52ClN3O12 at a distorted geometry, from OMol25.

Computed properties:
HOMO in eV: -8.15
Structure (SMILES): NCCCCC[C@@H](O[C@H](Cl)CCC(=O)O)[C@H](N)CCCCn1cccc1.C[C@@H]1COC(=O)O1.C[C@@H]1COC(=O)O1.C[C@@H]1COC(=O)O1

Each line ends with the Mulliken charge.
Atoms and positions in Å:
N: -1.36 3.05 -0.05  -0.636
C: -0.58 2.73 -1.30  -0.578
C: 0.82 2.06 -0.88  -0.778
C: 1.01 0.57 -1.37  -0.243
C: -0.31 -0.29 -1.39  -0.792
C: -0.12 -1.76 -0.80  -0.296
C: 0.53 -2.75 -1.85  -0.265
O: 1.53 -3.64 -1.32  -0.356
C: 2.64 -2.99 -0.74  0.229
Cl: 3.49 -1.81 -1.82  -0.205
C: 3.69 -4.15 -0.42  -1.090
C: 4.44 -3.84 0.97  -0.074
C: 3.90 -4.80 2.08  0.521
O: 4.60 -5.02 3.02  -0.569
O: 2.67 -5.43 2.04  -0.494
C: -0.59 -3.69 -2.46  -0.336
N: -1.51 -2.92 -3.31  -0.543
C: -1.27 -4.62 -1.38  -0.274
C: -2.66 -5.23 -1.80  -1.082
C: -3.91 -4.33 -1.45  -0.525
C: -4.18 -4.19 0.10  -0.504
N: -5.06 -3.02 0.29  0.301
C: -4.94 -1.73 -0.20  0.062
C: -6.00 -0.85 0.16  -0.754
C: -6.88 -1.73 0.99  -0.466
C: -6.24 -3.01 1.04  -0.488
H: -0.99 3.97 0.24  0.168
H: -1.07 2.43 0.71  0.278
H: -1.16 2.17 -2.06  0.392
H: -0.35 3.73 -1.77  0.331
H: 1.01 2.14 0.22  0.366
H: 1.63 2.69 -1.35  0.294
H: 1.73 0.09 -0.65  0.038
H: 1.54 0.57 -2.36  0.314
H: -0.69 -0.36 -2.44  0.250
H: -1.14 0.17 -0.78  0.347
H: 0.43 -1.67 0.17  0.596
H: -1.17 -2.09 -0.53  -0.132
H: 0.88 -2.12 -2.71  0.487
H: 2.40 -2.54 0.26  0.283
H: 3.19 -5.15 -0.39  0.447
H: 4.43 -4.22 -1.26  0.499
H: 4.28 -2.78 1.28  0.358
H: 5.54 -3.98 0.81  -0.151
H: 2.07 -5.01 1.40  0.352
H: -0.03 -4.37 -3.16  0.494
H: -2.14 -2.32 -2.78  0.128
H: -2.01 -3.52 -3.96  0.377
H: -0.58 -5.49 -1.24  0.269
H: -1.40 -4.16 -0.37  0.271
H: -2.66 -5.47 -2.89  0.360
H: -2.80 -6.20 -1.24  0.395
H: -4.81 -4.83 -1.89  0.326
H: -3.79 -3.36 -1.98  0.271
H: -3.26 -4.16 0.72  0.224
H: -4.80 -5.09 0.38  0.309
H: -4.04 -1.52 -0.83  0.224
H: -6.09 0.21 -0.14  0.398
H: -7.83 -1.38 1.43  0.353
H: -6.69 -3.85 1.62  0.309
C: 9.45 -1.34 -0.92  -1.432
C: 9.29 -2.79 -0.51  0.450
C: 9.99 -3.76 -1.42  -0.502
O: 9.19 -4.93 -1.29  -0.347
C: 7.93 -4.52 -0.97  0.618
O: 6.97 -5.21 -1.00  -0.479
O: 7.93 -3.21 -0.62  -0.284
H: 8.97 -0.69 -0.19  0.355
H: 10.50 -1.07 -0.99  0.378
H: 8.96 -1.16 -1.88  0.357
H: 9.60 -2.92 0.53  0.269
H: 11.02 -3.95 -1.12  0.317
H: 9.98 -3.45 -2.47  0.306
C: -1.31 9.02 1.37  -1.474
C: -0.84 7.64 1.74  0.842
C: 0.48 7.61 2.46  -0.566
O: 1.02 6.34 2.08  -0.323
C: 0.48 6.04 0.87  0.593
O: 0.87 5.16 0.17  -0.519
O: -0.54 6.87 0.56  -0.323
H: -2.29 8.97 0.90  0.318
H: -1.38 9.66 2.25  0.360
H: -0.64 9.49 0.65  0.437
H: -1.61 7.11 2.30  0.000
H: 0.36 7.68 3.54  0.337
H: 1.17 8.40 2.13  0.295
C: -5.12 3.71 2.26  -1.402
C: -5.50 5.08 2.80  0.542
C: -6.01 6.02 1.74  -0.494
O: -5.65 7.30 2.26  -0.334
C: -4.56 7.10 3.05  0.691
O: -3.86 7.97 3.47  -0.545
O: -4.36 5.78 3.29  -0.327
H: -4.81 3.06 3.08  0.361
H: -5.95 3.25 1.74  0.385
H: -4.26 3.79 1.59  0.277
H: -6.22 4.98 3.62  0.240
H: -7.09 5.95 1.60  0.321
H: -5.51 5.89 0.77  0.313

Record 3
The following is a quantum chemistry calculation of 8 unconnected molecules or ions with the total composition H16O8 at a distorted geometry, from OMol25.

Computed properties:
HOMO in eV: -10.47
ΔE to the lowest compared entry with this formula, charge and spin in eV: 4.435
Structure (SMILES): O.O.O.O.O.O.O.O

Each line ends with the natural charge from an NBO analysis.
Atoms and positions in Å:
O: -2.52 -1.99 0.46  -1.000
H: -1.71 -1.95 1.04  0.450
H: -2.10 -1.80 -0.59  0.514
O: -0.74 0.67 2.18  -0.946
H: -0.67 1.32 2.81  0.480
H: -1.36 0.03 2.69  0.497
O: 0.39 -2.59 -1.00  -0.931
H: 0.33 -2.24 -1.88  0.474
H: 1.21 -2.79 -0.72  0.477
O: 3.83 -0.10 1.06  -0.962
H: 3.16 0.37 0.52  0.490
H: 4.28 -0.83 0.54  0.472
O: -1.80 -1.20 -2.19  -0.929
H: -2.33 -0.34 -2.51  0.504
H: -1.00 -1.09 -2.59  0.462
O: -1.20 3.14 0.61  -0.920
H: -1.09 2.40 1.17  0.459
H: -2.10 3.27 0.65  0.454
O: 1.14 2.40 -1.34  -0.943
H: 2.11 2.71 -1.09  0.460
H: 0.98 1.67 -0.83  0.478
O: 0.64 -0.16 0.25  -1.002
H: 0.55 -1.02 -0.03  0.475
H: -0.01 0.13 0.82  0.486

Record 4
The following is a quantum chemistry calculation of 2 unconnected molecules or ions with the total composition C3H9O3, from OMol25.

Computed properties:
HOMO in eV: -2.64
Net charge: -1
ΔE to the lowest compared entry with this formula, charge and spin in eV: 0.824

Each line ends with the natural charge from an NBO analysis.
Atoms and positions in Å:
C: 1.07 -0.11 -0.57  -0.469
C: 0.08 -0.80 0.37  -0.046
O: -0.84 0.08 0.98  -0.764
C: 1.91 1.01 0.17  -0.010
O: 1.90 0.92 1.50  -0.947
H: 1.72 -0.90 -0.95  0.175
H: 0.49 0.31 -1.39  0.164
H: 0.64 -1.37 1.11  0.163
H: -0.51 -1.55 -0.17  0.123
H: -0.35 0.91 1.09  0.495
H: 1.49 1.99 -0.25  0.046
H: 2.93 0.98 -0.31  0.068
H: -3.27 0.13 -0.95  0.477
H: -3.37 -1.16 -0.12  0.478
O: -3.90 -0.44 -0.51  -0.956